# 1
DFT (ωB97M-V with the def2-TZVPD basis set) results for a molecular structure, C7H10MnN5S.

The geometry in XYZ format:
```
24
Properties=species:S:1:pos:R:3:forces:R:3
Mn 0.331 1.122 -0.806 0.2 0.0 0.0
N -3.122 3.426 0.049 0.0 0.0 0.0
C -2.089 2.589 -0.040 0.0 0.0 0.1
S -0.748 3.089 -1.065 -0.1 0.0 0.0
N -2.159 1.476 0.668 0.1 0.0 -0.1
N -1.054 0.717 0.499 0.0 0.0 0.0
C -0.869 -0.315 1.240 0.0 -0.1 0.0
C 0.380 -1.043 1.021 -0.1 0.0 0.0
C 0.753 -2.150 1.764 0.0 0.0 0.0
C 1.981 -2.741 1.516 0.0 0.0 0.0
C 2.804 -2.212 0.533 0.0 0.0 0.0
C 2.360 -1.112 -0.177 0.0 0.0 0.0
N 1.177 -0.537 0.051 0.0 0.0 0.0
H -3.112 4.304 -0.437 0.0 0.0 0.0
H -3.892 3.198 0.656 0.0 0.0 0.0
H -1.588 -0.600 1.999 0.0 0.0 0.0
H 0.090 -2.530 2.528 0.0 0.0 0.0
H 2.296 -3.604 2.088 0.0 0.0 0.0
H 3.771 -2.641 0.314 0.0 0.0 0.0
H 2.968 -0.673 -0.958 0.0 0.0 0.0
N 0.003 0.174 -2.607 0.0 0.0 0.0
H -0.963 0.366 -2.865 0.0 0.0 0.0
H 0.116 -0.835 -2.597 0.0 0.0 0.0
H 0.568 0.532 -3.375 0.0 0.0 0.0
```
Forces are in eV/Å.

The calculation puts the HOMO energy (spin up / spin down) at -11.587 / -11.707 eV. As for the spin multiplicity: 2. As for the charge: +1. The HOMO-LUMO gap (spin up / spin down) is 7.44 / 7.59 eV.

For each atom in turn, the natural (NBO) charge in e is:
1. Mn 1.02
2. N -0.75
3. C 0.32
4. S -0.30
5. N -0.42
6. N -0.24
7. C 0.03
8. C 0.17
9. C -0.21
10. C -0.12
11. C -0.24
12. C 0.07
13. N -0.52
14. H 0.42
15. H 0.42
16. H 0.23
17. H 0.24
18. H 0.24
19. H 0.25
20. H 0.21
21. N -1.04
22. H 0.42
23. H 0.40
24. H 0.40

# 2
DFT (ωB97M-V with the def2-TZVPD basis set) results for 9 unconnected molecules or ions with the total composition C42H85F8N11O5PS2.

The geometry in XYZ format:
```
154
Properties=species:S:1:pos:R:3:forces:R:3
C -0.076 0.143 -1.147 0.9 0.3 -1.0
C -0.456 -0.280 0.266 -0.6 1.0 1.6
O -0.597 0.730 1.280 0.2 -0.6 -1.2
H -0.009 -0.638 -1.903 -0.6 -0.9 0.3
H 0.942 0.517 -1.260 0.3 0.5 0.7
H -0.689 0.896 -1.642 -0.5 0.1 0.5
H 0.218 -1.069 0.600 0.7 -0.2 -0.1
H -1.387 -0.844 0.201 -0.7 -0.2 -0.3
C 3.030 -1.752 -2.590 1.6 -0.9 -0.1
C 3.500 -1.241 -1.241 -0.2 0.3 0.1
N 4.942 -1.579 -1.002 0.0 -0.2 0.8
C 5.366 -2.872 -0.745 1.1 -0.1 -1.7
C 6.738 -2.829 -0.665 -0.8 -0.5 0.6
N 7.142 -1.516 -0.663 -3.0 0.2 -0.2
C 5.995 -0.778 -0.855 1.2 0.0 0.2
C 8.489 -1.037 -0.395 -0.2 0.5 0.0
H 3.686 -1.363 -3.369 -0.2 0.4 -0.2
H 1.975 -1.627 -2.833 0.2 0.0 0.4
H 3.306 -2.807 -2.575 -0.7 -0.3 -0.3
H 2.944 -1.766 -0.465 0.0 0.3 0.1
H 3.352 -0.162 -1.189 0.3 0.0 0.4
H 4.725 -3.720 -0.939 -0.1 0.0 0.3
H 7.411 -3.667 -0.565 0.1 0.2 0.0
H 5.926 0.296 -0.760 0.2 0.0 -0.3
H 9.115 -1.355 -1.229 0.2 0.2 0.3
H 8.820 -1.411 0.573 0.1 -0.2 -0.2
H 8.428 0.048 -0.305 0.2 0.0 -0.3
C 3.677 -3.163 2.400 -0.3 -0.5 0.6
C 2.191 -2.911 2.764 0.8 1.2 -0.5
N 2.085 -1.657 3.588 1.2 2.0 1.3
C 2.371 -1.638 4.956 -2.1 1.5 0.3
C 1.987 -0.367 5.452 0.9 -2.0 -0.8
N 1.676 0.433 4.368 1.2 -3.6 -1.4
C 1.868 -0.366 3.246 -1.7 0.2 0.6
C 1.247 1.806 4.348 -0.4 0.7 -0.4
H 3.783 -4.075 1.811 -0.3 0.2 -0.3
H 4.255 -3.361 3.302 -0.1 0.0 0.2
H 4.193 -2.330 1.923 -0.5 0.1 -0.2
H 1.745 -3.705 3.363 0.2 0.0 0.0
H 1.543 -2.754 1.901 0.2 -0.1 -0.1
H 2.627 -2.574 5.429 0.0 0.3 0.3
H 1.933 -0.034 6.478 0.2 0.1 -0.2
H 1.650 0.015 2.259 -0.2 0.0 -0.2
H 0.988 2.137 5.354 0.5 0.0 0.0
H 0.341 1.909 3.751 0.0 -0.4 -0.2
H 2.005 2.414 3.855 0.1 0.1 0.4
C 0.599 5.374 3.038 -0.7 -1.0 0.3
C -0.780 4.776 2.603 1.7 0.9 1.5
N -0.962 4.842 1.171 0.1 0.1 -4.5
C -1.394 5.939 0.404 -1.3 -0.1 -1.0
C -1.440 5.590 -0.972 0.1 1.4 2.9
N -0.892 4.367 -1.063 0.6 -1.6 3.7
C -0.575 3.953 0.219 -0.4 -0.3 0.3
C -0.759 3.518 -2.217 0.0 0.4 -0.8
H 0.619 5.202 4.114 0.0 0.7 0.3
H 0.786 6.413 2.765 -0.1 -0.2 0.1
H 1.391 4.696 2.719 0.1 0.4 -0.7
H -1.587 5.269 3.145 -0.2 0.3 -0.6
H -0.731 3.793 3.069 -0.5 -0.5 -1.2
H -1.764 6.822 0.904 0.1 0.0 -0.2
H -1.781 6.105 -1.858 0.0 0.3 0.3
H -0.099 3.032 0.522 -0.1 -0.6 -0.4
H -1.680 3.003 -2.493 -0.1 -0.3 0.7
H 0.074 2.843 -2.022 0.0 0.1 -0.4
H -0.627 4.188 -3.068 0.7 -0.1 0.0
C -2.579 -5.304 2.140 -0.7 -0.3 0.3
C -1.550 -5.069 3.234 -0.4 -1.1 0.1
N -1.701 -3.696 3.714 -0.1 3.0 3.2
C -1.778 -2.562 2.929 1.5 -0.8 -1.0
C -1.631 -1.462 3.701 -0.9 0.8 0.6
N -1.672 -1.832 5.032 0.9 -3.2 -2.2
C -1.689 -3.217 5.018 0.7 0.3 -1.1
C -1.560 -0.915 6.133 -0.9 0.2 1.4
H -3.561 -5.261 2.610 -0.2 0.4 0.1
H -2.579 -6.320 1.747 0.6 0.2 -0.2
H -2.546 -4.567 1.337 0.2 -0.3 0.0
H -0.520 -5.318 2.978 0.1 0.7 -0.5
H -1.730 -5.746 4.069 -0.3 0.2 0.2
H -1.642 -2.697 1.867 -0.3 0.4 -0.1
H -1.576 -0.410 3.465 0.1 -0.1 -0.6
H -1.499 -3.847 5.875 -0.4 0.1 0.1
H -2.527 -0.920 6.635 0.1 0.1 0.3
H -1.405 0.122 5.835 0.2 -0.3 -0.5
H -0.801 -1.186 6.867 0.0 -0.2 -0.3
C -8.920 -1.587 -0.014 -0.6 1.9 -0.2
C -7.640 -1.181 0.732 0.2 -0.3 0.3
C -6.929 0.105 0.229 -0.8 0.6 0.8
N -5.631 0.505 0.950 2.3 1.9 0.1
C -4.472 -0.428 0.706 -0.9 -1.1 -0.2
C -5.892 0.749 2.446 -1.3 -1.4 -0.4
C -4.788 1.599 3.071 -0.4 -1.4 -0.6
C -4.111 2.197 1.846 0.8 0.6 0.3
C -5.040 1.998 0.662 -1.7 -0.6 0.0
H -9.824 -1.017 0.199 0.2 0.5 1.0
H -9.260 -2.591 0.239 0.7 -0.2 -0.8
H -8.828 -1.212 -1.033 0.2 -1.4 -0.7
H -6.988 -2.047 0.619 0.3 0.1 0.1
H -7.908 -1.094 1.785 0.3 0.1 0.1
H -7.562 0.952 0.496 -0.3 0.1 -0.2
H -6.849 0.126 -0.858 0.7 -0.1 0.1
H -3.526 -0.184 1.189 -0.3 0.5 0.1
H -4.315 -0.514 -0.369 0.0 0.2 0.0
H -4.788 -1.407 1.067 0.1 -0.1 0.0
H -6.045 -0.249 2.855 0.2 0.1 0.4
H -6.887 1.193 2.408 0.2 0.4 0.4
H -4.109 0.926 3.596 0.1 0.2 0.1
H -5.148 2.353 3.772 -0.2 -0.2 -0.2
H -3.142 1.728 1.674 0.1 0.0 -0.2
H -3.896 3.212 2.179 -0.1 0.4 -1.1
H -4.693 2.160 -0.359 0.5 -0.7 0.1
H -5.938 2.615 0.689 -0.1 0.1 0.4
C -1.502 -1.923 -6.334 -0.3 0.6 0.7
C -0.770 -0.766 -5.618 0.4 -1.3 -0.6
C 0.065 0.022 -6.619 -0.3 1.5 1.9
N 0.810 1.118 -5.834 1.1 0.5 1.3
C -0.123 2.227 -5.301 0.2 -1.4 -0.1
C 1.641 0.548 -4.616 0.1 0.3 -1.7
C 2.702 1.599 -4.345 -0.3 0.7 -0.1
C 2.905 2.439 -5.693 -0.4 -1.0 1.4
C 1.878 1.802 -6.664 0.2 1.3 -0.1
H -0.864 -2.658 -6.824 0.2 0.3 0.0
H -2.194 -1.491 -7.057 -0.1 -0.3 -0.1
H -2.049 -2.442 -5.546 -0.3 -0.2 -0.3
H -0.160 -1.200 -4.826 0.3 -0.1 -0.2
H -1.472 -0.146 -5.060 -0.2 0.2 -0.5
H -0.597 0.607 -7.258 0.2 -0.4 -0.5
H 0.831 -0.536 -7.158 -0.3 -0.1 0.0
H 0.427 2.981 -4.738 0.3 0.0 -0.6
H -0.795 1.783 -4.566 -0.1 -0.2 -0.3
H -0.680 2.604 -6.159 0.1 0.2 0.2
H 0.996 0.297 -3.774 0.0 0.1 -0.2
H 2.125 -0.341 -5.020 -0.3 -0.2 0.0
H 2.338 2.221 -3.527 0.3 0.3 -0.1
H 3.598 1.124 -3.945 0.1 0.1 -0.3
H 2.722 3.490 -5.469 -0.3 -0.1 -0.2
H 3.938 2.435 -6.042 -0.2 -0.4 -0.2
H 1.378 2.590 -7.228 -0.1 -0.1 -0.2
H 2.345 1.149 -7.402 -0.2 -0.4 0.4
N 4.470 2.142 -0.115 8.8 -1.2 -3.6
S 5.227 3.284 -1.096 6.2 2.6 -3.4
O 5.683 4.561 -0.472 -2.3 -3.8 -1.4
O 4.819 3.237 -2.508 -0.5 0.3 2.8
F 6.676 2.577 -1.332 -0.8 -0.6 1.2
S 3.283 2.926 0.022 -11.3 3.5 3.6
O 2.348 2.952 -1.124 1.3 0.6 1.6
O 3.311 4.040 0.959 -0.3 -0.7 -1.8
F 2.628 1.814 0.931 -1.6 -1.0 1.0
P 0.870 -4.787 -0.667 1.2 -2.6 -1.6
F 0.875 -6.432 -0.793 -1.1 1.2 -1.0
F 2.434 -4.807 -1.218 -0.3 0.8 -0.1
F 0.403 -4.481 -2.187 0.4 -0.1 0.2
F 0.949 -3.208 -0.312 0.3 0.3 0.0
F -0.723 -4.740 -0.311 0.7 -0.4 1.3
F 1.532 -5.138 0.777 -1.1 1.2 1.5
```
Forces are in eV/Å.

The calculation puts the HOMO energy at -13.126 eV. As for the charge: +3. The HOMO-LUMO gap is 7.04 eV.

Atom charges from the Löwdin analysis, given in e for atoms 1 to 99:
1. C -0.10
2. C -0.45
3. O -0.39
4. H 0.05
5. H 0.05
6. H 0.04
7. H 0.05
8. H 0.06
9. C -0.05
10. C -0.13
11. N -0.02
12. C -0.01
13. C 0.00
14. N -0.08
15. C 0.02
16. C 0.03
17. H 0.08
18. H 0.07
19. H 0.07
20. H 0.11
21. H 0.10
22. H 0.13
23. H 0.14
24. H 0.12
25. H 0.11
26. H 0.11
27. H 0.10
28. C -0.04
29. C -0.13
30. N -0.03
31. C 0.00
32. C -0.01
33. N -0.07
34. C 0.02
35. C 0.00
36. H 0.08
37. H 0.08
38. H 0.07
39. H 0.12
40. H 0.09
41. H 0.13
42. H 0.13
43. H 0.13
44. H 0.11
45. H 0.07
46. H 0.11
47. C -0.04
48. C -0.17
49. N -0.02
50. C 0.03
51. C 0.00
52. N -0.08
53. C 0.03
54. C -0.02
55. H 0.08
56. H 0.09
57. H 0.05
58. H 0.13
59. H 0.10
60. H 0.13
61. H 0.14
62. H 0.13
63. H 0.10
64. H 0.07
65. H 0.10
66. C -0.06
67. C -0.15
68. N -0.02
69. C -0.02
70. C -0.03
71. N -0.08
72. C 0.06
73. C 0.00
74. H 0.08
75. H 0.10
76. H 0.06
77. H 0.13
78. H 0.13
79. H 0.13
80. H 0.11
81. H 0.16
82. H 0.11
83. H 0.10
84. H 0.10
85. C -0.08
86. C -0.22
87. C -0.10
88. N -0.22
89. C 0.02
90. C -0.10
91. C -0.13
92. C -0.18
93. C -0.03
94. H 0.08
95. H 0.09
96. H 0.08
97. H 0.10
98. H 0.11
99. H 0.13